{"formula": "C5H25NO6", "method": "ωB97M-V/def2-TZVPD", "symbols": ["O", "O", "O", "O", "O", "O", "N", "C", "C", "C", "C", "C", "H", "H", "H", "H", "H", "H", "H", "H", "H", "H", "H", "H", "H", "H", "H", "H", "H", "H", "H", "H", "H", "H", "H", "H", "H"], "coordinates": [[3.138521, -0.110962, 0.328023], [-2.707175, 1.243077, 2.599502], [-2.841831, -1.276284, 0.887514], [1.980016, 2.035292, 2.757753], [0.616832, -0.370324, 1.485899], [0.374850, -3.816389, 1.134017], [1.278341, -1.865860, -2.314921], [-0.712554, 1.447401, -1.890982], [0.248511, 0.232204, -1.618642], [-2.111400, 0.952411, -1.573334], [0.688595, -0.608327, -2.786926], [-0.235820, 2.613507, -0.943268], [-2.397010, 0.330135, -0.743657], [-2.062148, 0.583182, 2.859492], [-0.668166, 1.812963, -2.926035], [2.219064, -1.677520, -2.011363], [2.855549, -0.997950, 0.094235], [1.118452, -3.238752, 1.344407], [-0.147446, 0.190712, 1.652838], [-2.018095, -1.099656, 1.351149], [1.316621, -0.127740, -3.535195], [-3.504655, -1.041368, 1.548422], [1.185145, -2.625387, -2.965796], [3.639887, -0.104957, 1.153430], [1.135545, 2.282662, 3.140211], [-2.363159, 0.299342, -2.440109], [2.240778, 1.129378, 2.636209], [-2.905419, 1.737835, -1.633433], [0.269352, -4.184110, 0.262914], [-0.096903, -0.528298, -0.887685], [-0.226988, -0.862082, -3.406329], [1.131129, 0.633548, -1.068109], [1.260697, 0.270527, 1.143194], [-0.966157, 2.758135, -0.110518], [0.670676, 2.565596, -0.350457], [-2.352026, 1.778635, 1.883697], [-0.451789, 3.579526, -1.371344]], "forces_ev_per_a": [[0.1, 0.8, 0.0], [-0.4, 0.2, 0.3], [-0.1, 0.0, 0.3], [1.0, 1.8, -0.5], [-0.1, 0.3, 0.3], [-0.7, -0.1, 1.7], [-0.5, 0.6, 0.5], [1.4, -0.6, 2.4], [1.0, 0.4, 0.7], [-2.0, 0.5, -2.5], [-1.5, -0.9, -1.5], [-2.6, 0.2, 1.0], [0.9, 0.0, 0.9], [0.2, 0.1, 0.0], [0.1, -0.3, 0.2], [0.3, -0.5, -0.3], [0.1, -0.2, 0.4], [-0.2, -0.3, -1.1], [-0.1, -0.1, 0.0], [0.2, -0.3, -0.2], [0.3, 0.5, 0.2], [-0.1, 0.0, -0.2], [0.4, 0.0, -0.2], [0.0, -0.5, -0.3], [0.0, -1.1, 0.1], [-0.1, 0.2, 0.4], [-1.0, -0.5, 0.6], [0.7, -0.2, 0.1], [0.8, 0.5, -0.5], [-0.6, 0.7, -0.4], [0.7, 0.0, 0.8], [-0.2, -0.2, -0.8], [0.0, -0.3, -0.3], [0.0, -0.7, -0.2], [0.7, -0.1, -0.8], [0.2, -0.2, -0.1], [0.9, 0.5, -0.7]], "e_homo_ev": -9.332, "max_force_ha_per_bohr": 0.0629, "orbital_gap_ha": 0.3439, "de_lowest_kcal_mol": 54.1, "e_tot_ha": -711.6151, "spin_multiplicity": 1, "smiles": "CC(C)CCN.O.O.O.O.O.O"}


{"formula": "C5H25NO6", "method": "ωB97M-V/def2-TZVPD", "symbols": ["O", "O", "O", "O", "O", "O", "N", "C", "C", "C", "C", "C", "H", "H", "H", "H", "H", "H", "H", "H", "H", "H", "H", "H", "H", "H", "H", "H", "H", "H", "H", "H", "H", "H", "H", "H", "H"], "coordinates": [[-2.296448, -1.232121, -0.469395], [-1.554491, 4.249529, 0.612246], [-1.434246, -1.862086, -2.889553], [-2.462896, 1.531194, 0.099560], [0.889134, 3.612484, 1.859671], [0.117785, -3.767977, -2.282875], [0.931246, -0.731577, -0.646477], [2.989646, -0.145147, 0.928516], [1.489746, -0.379347, 0.704463], [-0.474347, -0.972696, 2.133628], [0.954677, -1.237437, 1.848605], [1.827970, -0.062291, -1.697465], [-1.798171, -1.327984, 0.236515], [3.413714, 0.607151, 0.288000], [3.297110, 0.084372, 1.987213], [-1.094653, -0.981394, -3.112670], [-1.998633, 3.935853, 1.358433], [-2.604820, 2.268041, -0.506284], [-0.856018, -0.404633, 1.413908], [1.644684, 3.909220, 1.496439], [0.317722, -3.502862, -1.498964], [0.917612, 0.609315, 0.835783], [2.090263, -0.710943, -2.509620], [1.487558, -0.940954, 2.637594], [3.758693, -0.997822, 0.696471], [-1.072371, -1.871110, 2.363820], [-2.542242, -0.312428, -0.620766], [0.961551, 3.646647, 2.865943], [2.946628, 0.119744, -1.390536], [1.384981, 0.930374, -1.863152], [-1.696402, 1.813464, 0.653406], [-0.672423, -0.456888, 3.104953], [0.915565, -1.758507, -0.705074], [1.122955, -2.241832, 1.678781], [-0.600774, -3.291143, -2.519120], [-1.986663, -1.764386, -2.041252], [-0.651446, 4.293057, 0.731811]], "forces_ev_per_a": [[-3.8, 0.1, -5.7], [-2.4, 0.5, -3.0], [-1.1, 0.8, 0.9], [0.9, -0.1, 0.5], [-4.1, -2.0, 3.8], [2.3, -5.2, -5.9], [6.4, -0.2, 0.6], [3.0, -1.1, -0.4], [-2.5, 1.5, 1.2], [-0.5, -2.1, 4.6], [-1.5, 0.7, -2.8], [0.6, 0.2, 0.9], [3.3, -0.4, 5.3], [-0.2, 0.8, 0.1], [-1.1, 0.0, -1.0], [-0.4, -0.4, 0.1], [-0.6, -0.5, 2.0], [0.1, 0.2, 0.2], [-2.1, 2.3, -2.9], [4.3, 1.7, -1.6], [2.0, 2.0, 7.8], [1.2, -0.5, 0.1], [-1.4, -0.3, -1.0], [2.3, 0.8, 3.1], [-2.1, 0.7, 0.2], [0.2, 0.1, -0.8], [0.1, 0.4, 0.7], [0.1, 0.1, -2.2], [-2.4, -0.2, 0.5], [0.2, -0.4, -0.6], [-1.0, 0.0, -0.8], [0.6, 0.2, -0.8], [-1.2, 0.2, -0.7], [0.6, -2.3, -0.4], [-3.6, 2.5, -1.7], [1.0, 0.1, -1.4], [2.8, 0.0, 1.1]], "charge": 1, "e_homo_ev": [-13.759, -13.735], "s_squared": 0.755, "max_force_ha_per_bohr": 0.1605, "orbital_gap_ha": [0.3933, 0.1927], "de_lowest_kcal_mol": 58.6, "e_tot_ha": -711.2325, "spin_multiplicity": 2}


{"formula": "C5H25NO7", "method": "ωB97M-V/def2-TZVPD", "symbols": ["O", "O", "O", "O", "O", "O", "O", "N", "C", "C", "C", "C", "C", "H", "H", "H", "H", "H", "H", "H", "H", "H", "H", "H", "H", "H", "H", "H", "H", "H", "H", "H", "H", "H", "H", "H", "H", "H"], "coordinates": [[3.487286, 0.787106, 1.505762], [-2.440180, 1.016590, -0.503576], [2.178677, -2.058316, -1.964248], [3.042800, 2.850058, -1.292693], [0.614354, 3.827518, 0.595221], [1.815731, 0.519888, -0.646821], [-1.485945, 3.509490, -1.254443], [-0.160764, -0.543604, 1.583161], [-0.534098, -1.763707, 0.922141], [-2.646471, -1.376980, -0.616822], [-0.170151, -3.180347, 1.595387], [-2.142208, -1.888131, 0.668725], [-2.030825, -0.134230, -1.336301], [2.539522, 2.440769, -2.030852], [1.305458, -2.373328, -1.760804], [-1.849795, 0.897525, 0.248542], [1.281722, 0.145581, -0.049943], [-0.858724, -0.190744, 2.161609], [0.000355, -1.974480, -0.045250], [-0.805454, -3.249356, 2.552554], [-0.280902, -4.067327, 1.009614], [0.668827, 2.967964, 0.152355], [2.585450, 0.936382, -0.354960], [-2.423155, 0.010183, -2.262418], [3.759372, 1.274273, 2.364555], [-3.745880, -1.245785, -0.665697], [4.372672, 1.065864, 0.949435], [2.478706, 3.477677, -0.809560], [-2.715124, -1.458773, 1.457690], [-1.329129, 3.598031, -2.168800], [-2.393875, -3.016248, 0.821602], [-0.136984, 4.224641, 0.259338], [-2.716959, -2.198207, -1.320464], [-1.002881, -0.236770, -1.086801], [0.843808, -3.212349, 2.040103], [2.204529, -1.242623, -1.684465], [0.665909, -0.822696, 2.170410], [-1.975658, 2.684444, -1.203294]], "forces_ev_per_a": [[4.6, 2.4, 0.3], [0.3, -0.4, -0.6], [0.2, -7.0, -2.5], [0.1, -0.1, -0.5], [3.0, -1.5, 1.2], [0.6, 0.8, -5.8], [-0.2, 0.2, 1.1], [3.2, -1.6, -0.5], [-2.0, -3.9, -1.3], [-2.1, 0.0, -3.4], [-0.2, 2.3, 3.5], [1.9, -1.9, 1.0], [-0.7, -1.0, 6.1], [0.2, 0.7, 1.0], [-0.4, -0.2, 0.0], [-0.1, 0.6, 0.3], [-2.6, -1.8, 4.3], [-1.4, 0.5, 1.3], [-0.5, 1.3, 0.4], [0.5, -0.3, -1.4], [-0.4, -0.2, -0.7], [-0.2, 0.2, 0.2], [1.4, 1.0, 1.5], [-0.4, 0.3, -2.8], [-1.0, -1.2, -1.8], [0.2, 0.6, 1.0], [-3.3, -1.2, 1.7], [-0.1, -0.3, -0.4], [0.1, 0.8, 1.1], [0.4, 0.5, -1.7], [0.4, 1.9, -0.7], [-2.5, 1.1, -1.3], [1.1, -0.5, -0.6], [1.4, 0.2, -1.4], [-0.1, 0.3, -0.6], [0.3, 7.2, 2.5], [-1.0, 1.1, -0.6], [-0.3, -0.6, 0.6]], "e_homo_ev": -10.114, "max_force_ha_per_bohr": 0.1491, "orbital_gap_ha": 0.3861, "de_lowest_kcal_mol": 63.5, "e_tot_ha": -786.8320, "spin_multiplicity": 1, "smiles": "C[C@H](N)CCCO.O.O.O.O.O.O"}